Record 1
Below is a molecular structure, C19H29AsBaO3S3, with properties calculated with ωB97M-V/def2-TZVPD.

Its total energy is -120343.488 eV. As for the total charge: +2. The LUMO energy is -5.149 eV. As for the energy above the lowest of the compared OMol25 structures with the same formula, charge and spin: 0.110 eV. As for the HOMO-LUMO gap: 9.08 eV.

XYZ file:
```
56
Properties=species:S:1:pos:R:3:nbo_charge:R:1
Ba 0.4587 -1.6683 0.3232 1.891
As 4.7718 -1.3240 -0.1701 1.474
S -2.7725 -0.7079 2.5311 1.292
S -0.2111 1.4243 -2.1186 1.294
S 3.3479 -1.1802 1.4003 -0.841
O 0.3182 -4.2383 -0.7247 -1.013
O 0.0090 0.0883 -1.4132 -1.134
O -1.5681 -1.1152 1.6810 -1.144
C 4.4486 -0.0516 -1.5747 -0.969
C -4.1785 -1.5458 1.8479 -0.207
C -6.4349 -2.2632 2.1743 -0.182
C 1.6499 2.2602 -0.2437 -0.248
C 6.5320 -0.9793 0.5008 -0.962
C -5.2901 -2.7458 0.1084 -0.194
C 2.5475 3.1861 0.2679 -0.192
C -4.1544 -2.1073 0.5790 -0.243
C 4.8162 -3.0614 -0.9899 -0.967
C -3.1129 1.2604 0.5539 -0.418
C 2.0427 4.6870 -1.5493 -0.181
C 1.1518 3.7641 -2.0742 -0.233
C -1.7461 2.0655 -1.4142 -0.590
C 2.7371 4.3987 -0.3808 -0.175
C -6.4290 -2.8164 0.9022 -0.167
C -1.8220 1.9497 0.1104 -0.416
C -3.1410 0.9960 2.0598 -0.591
C -5.3008 -1.6291 2.6603 -0.230
C 0.9532 2.5638 -1.4025 -0.205
H -7.3132 -3.3154 0.5297 0.240
H -2.4057 1.5983 2.5974 0.245
H 3.4356 5.1205 0.0204 0.240
H 3.4819 -0.2517 -2.0347 0.240
H -3.2558 -2.0618 -0.0225 0.211
H -2.5286 1.4845 -1.9070 0.245
H -0.9760 1.3647 0.4797 0.202
H -3.2117 0.3192 0.0076 0.215
H 6.5582 0.0223 0.9236 0.264
H 3.8620 -3.2644 -1.4728 0.238
H 2.2042 5.6265 -2.0597 0.243
H 6.7628 -1.7078 1.2749 0.267
H 0.6268 3.9748 -2.9989 0.236
H 5.0032 -3.8053 -0.2184 0.264
H 7.2501 -1.0609 -0.3143 0.257
H -1.8173 3.0894 -1.7843 0.259
H 0.0270 -4.5303 -1.5977 0.512
H 4.4405 0.9462 -1.1397 0.261
H -5.2888 -1.2190 3.6635 0.235
H 3.0951 2.9585 1.1731 0.235
H -7.3161 -2.3377 2.7964 0.242
H -3.9772 1.8646 0.2754 0.238
H -1.7371 2.9359 0.5673 0.234
H 5.6126 -3.0895 -1.7325 0.261
H -5.2906 -3.1912 -0.8773 0.231
H 0.4970 -5.0504 -0.2339 0.512
H -4.1142 1.1888 2.5146 0.261
H 1.5170 1.3067 0.2501 0.204
H 5.2347 -0.1258 -2.3250 0.260
```

---

Record 2
Below is 4 unconnected molecules or ions with the total composition C19H29BBr6F9O2 in a non-equilibrium geometry, with properties calculated with ωB97M-V/def2-TZVPD.

Its total energy is -469657.907 eV. As for the total charge: -1. The LUMO energy is 2.139 eV. As for the HOMO-LUMO gap: 7.67 eV.

XYZ file:
```
66
Properties=species:S:1:pos:R:3:nbo_charge:R:1
Br -6.6148 5.7926 1.9229 -0.024
Br 4.5259 -0.5650 -4.3225 0.005
Br 4.0052 -3.3290 -1.8806 0.038
Br -1.1687 -3.2014 4.6859 0.001
Br -4.3885 8.3190 3.4488 -0.024
Br -1.5895 -3.7780 8.3168 -0.029
F 2.7051 -3.3215 0.7023 -0.333
F -0.8782 1.2014 0.9542 -0.322
F -0.7785 3.8123 0.7923 -0.310
F -2.9272 4.0004 0.4605 -0.327
F 1.8299 2.9474 -2.8372 -0.420
F 2.8548 -1.0978 3.2446 -0.310
F -3.0822 1.1989 0.7069 -0.329
F -2.2106 3.1560 2.3087 -0.325
F 1.8377 -3.0811 3.4024 -0.327
O -0.6947 -0.1654 -5.2176 -0.616
O -1.5530 -2.0718 -4.3621 -0.755
C -0.2096 -4.4149 7.0974 -0.439
C 1.3174 0.7930 -1.9314 -0.691
C 1.5448 -1.1477 0.3514 -0.463
C 1.2883 -1.7205 -1.0518 -0.632
C 1.1634 1.7148 -3.0963 0.064
C 5.5809 -2.1587 -3.9854 -0.454
C -4.7122 6.4678 3.9595 -0.443
C -1.9646 3.2227 0.9862 0.916
C -1.9494 0.6032 -1.9259 -0.383
C -0.5471 -1.1128 -4.4614 0.817
C 2.2147 -2.1807 1.2528 0.265
C -1.9249 1.8047 0.3461 0.629
C 0.6405 -1.2641 -3.5873 -0.756
C 4.7324 -3.3712 -3.6886 -0.464
C -1.0801 -0.5876 -1.4950 -0.666
C 2.2940 -2.1155 2.5965 0.613
C -4.8691 5.5759 2.7587 -0.446
C -1.7637 1.9119 -1.1482 -0.479
C 0.1694 -3.3700 6.0831 -0.459
B 0.4791 -0.6421 -2.0385 0.383
H 0.1243 1.9636 -3.2944 0.152
H 5.3498 -4.2668 -3.7329 0.218
H 2.3772 0.5402 -1.8215 0.198
H 0.6406 -4.6561 7.7316 0.223
H -4.1288 5.7659 1.9897 0.241
H -3.8393 6.1737 4.5377 0.231
H -4.8203 4.5302 3.0532 0.237
H -0.8248 2.4227 -1.3388 0.241
H 2.2114 -0.2854 0.3285 0.228
H 1.6117 1.3255 -4.0050 0.160
H 0.6244 -0.9371 0.8810 0.221
H -2.5460 2.5928 -1.4835 0.222
H -5.5880 6.4688 4.5997 0.227
H 6.1570 -2.3128 -4.8959 0.218
H 3.8870 -3.4802 -4.3611 0.230
H -0.5901 -5.3227 6.6415 0.230
H -1.0993 -0.7302 -0.4162 0.194
H -1.5740 -1.4756 -1.9017 0.212
H -1.3246 -2.8162 -4.9243 0.481
H -1.8628 0.8403 -2.9838 0.216
H 0.6847 -2.6314 -0.9863 0.193
H 2.2689 -1.9445 -1.5334 0.205
H -2.9946 0.3187 -1.7747 0.190
H 1.0262 1.2929 -1.0056 0.201
H 0.2942 -2.3846 6.5199 0.230
H 1.5137 -0.9036 -4.1074 0.226
H 6.2523 -1.9151 -3.1684 0.227
H 1.0832 -3.6551 5.5681 0.242
H 0.8094 -2.3435 -3.4644 0.208
```

---

Record 3
Below is a molecular structure, C19H29BClF3N2O7P2S2Ti in a non-equilibrium geometry, with properties calculated with ωB97M-V/def2-TZVPD.

Its total energy is -122166.638 eV. As for the total charge: +2. The LUMO energy is -9.801 eV. As for the HOMO-LUMO gap: 3.53 eV.

XYZ file:
```
67
Properties=species:S:1:pos:R:3:nbo_charge:R:1
Ti -3.6567 2.1773 -3.0337 1.273
Cl -0.9614 -2.5383 1.1175 -0.120
S -1.5209 3.0628 -2.9374 -0.287
S 2.2938 -3.7102 0.3384 0.141
P -1.4055 1.6130 4.0153 2.161
P -1.2531 1.5405 -4.1582 0.734
F 2.0321 1.0997 -3.7513 -0.370
F 2.5852 -1.2061 -3.5263 -0.342
F 3.7681 0.4282 -2.2732 -0.287
O -0.5436 2.9037 4.4509 -1.004
O -2.4087 -0.2365 -0.6818 -0.851
O -3.0923 2.1640 4.1022 -0.943
O -0.3709 -0.9721 -3.8667 -0.535
O 0.3458 -0.1211 0.6037 -0.571
O -1.2290 0.3317 5.1771 -0.952
O 0.0926 0.6282 -2.0164 -0.540
N 2.7803 -0.6919 0.2922 -0.569
N 1.3159 4.4625 -0.0999 -0.411
C -0.5189 -1.3839 2.5493 -0.154
C 1.5878 0.1695 -0.0591 0.442
C 1.1109 2.9919 -0.1528 -0.004
C -0.6643 -3.3239 -2.7181 -0.668
C 2.4547 -1.9952 0.5480 0.287
C 2.1100 1.7531 0.0497 -0.151
C 2.7594 4.6619 0.2072 0.036
C -0.1453 -3.8019 3.8040 -0.627
C 0.1796 0.0379 1.9979 0.281
C -3.6877 -0.2861 -3.0207 -0.941
C 1.4095 0.3555 2.9909 -0.728
C -1.0429 1.1627 2.2107 -0.810
C 0.4518 -2.2647 3.5242 -0.463
C 3.9512 3.6311 0.4997 -0.252
C 2.4267 0.0650 -2.7219 0.983
C 3.6662 2.0326 0.4366 -0.138
C -1.0053 -2.2502 -3.9570 -0.119
C 1.2491 -0.1787 -1.6670 -0.024
C -0.8393 0.0293 -2.9734 0.033
B -2.2497 -0.1794 -2.1622 1.073
H -0.0160 2.6715 -0.3953 0.175
H 1.5462 -2.4246 3.1457 0.228
H 4.5182 1.2574 0.6282 0.281
H 0.4852 -1.7589 4.6000 0.247
H 0.2394 -4.4677 2.8957 0.222
H -1.4409 -4.1910 -2.8400 0.255
H -2.0157 0.6572 1.7382 0.217
H 2.3673 -0.3477 2.8716 0.252
H 0.9380 -1.3067 -1.6610 0.268
H 1.8328 1.4555 2.7973 0.267
H -2.1627 -2.2671 -4.2495 0.172
H -3.0770 0.4672 -0.4279 0.497
H -4.3187 0.7228 -2.9381 0.016
H 0.4088 -4.1947 4.7574 0.238
H -0.1168 1.7392 -5.0242 0.171
H -1.3113 -3.7579 3.8927 0.220
H -2.4401 1.3066 -4.9420 0.007
H -0.8661 2.1507 1.6135 0.284
H -3.4702 2.2371 3.1759 0.482
H 5.0336 4.0256 0.7583 0.271
H -2.1204 -0.1371 5.3510 0.521
H -0.7183 -2.7465 -1.7024 0.221
H 3.0743 5.8155 0.2390 0.238
H 0.4027 -3.7638 -2.9696 0.260
H -1.5733 -1.1444 3.0556 0.225
H 1.1686 0.3380 4.1494 0.286
H -0.5039 -2.7988 -4.8984 0.256
H -4.3297 -1.1914 -2.5976 0.357
H -3.5093 -0.5079 -4.1621 0.284
```

---

Record 4
Below is a molecular structure, C19H29BeBrCaClF8ILiN7O11S2 in a non-equilibrium geometry, with properties calculated with ωB97M-V/def2-TZVPD.

Its total energy is -206223.613 eV. The LUMO energy is -3.999 eV. As for the HOMO-LUMO gap: 1.93 eV.

XYZ file:
```
82
Properties=species:S:1:pos:R:3:lowdin_charge:R:1
I -1.9172 1.9719 -1.1081 1.324
Br -1.9440 -1.1232 -3.1861 0.349
Ca 1.2163 3.1562 0.8178 1.452
Cl -1.4437 4.4097 1.1501 0.715
S -0.8738 1.1187 -5.1120 0.521
S 0.9340 1.0446 -7.1007 0.562
F 2.0439 1.8499 -9.3547 0.163
F -7.8947 0.4632 -3.3374 -0.281
F -2.8407 1.9236 -3.6851 -0.031
F -3.0989 -0.6471 1.4801 0.109
F -1.7336 3.5488 -4.6167 0.124
F -3.1143 2.3916 -5.7679 0.163
F -0.1167 2.1757 -9.2796 -0.042
F 1.2715 3.4387 -8.1778 0.170
O -0.7700 -3.3280 4.3648 0.007
O -0.0400 1.2335 -3.9559 -0.368
O 0.6767 -0.2252 -7.7108 -0.267
O 4.4494 4.2388 0.5448 -0.447
O -1.5481 -0.1678 -5.2762 -0.536
O -2.7904 -1.9271 -0.3003 0.147
O -6.6105 1.3199 -1.8631 0.081
O 0.3633 -0.6388 7.6803 -0.327
O -4.8191 0.2603 -2.7027 0.002
O 2.1780 1.1780 -6.4177 -0.249
O -0.1452 -5.4265 4.1006 -0.085
N 0.0754 0.1000 3.5486 0.003
N -0.3127 1.7670 -6.4424 -0.290
N -1.1102 1.5989 0.7453 -0.520
N -0.8547 1.2427 5.4512 0.052
N -0.7327 0.4585 1.3223 -0.001
N 0.9318 -1.4000 -1.5713 0.160
N -0.4715 2.2124 2.7447 0.098
C 0.3801 0.7778 4.8372 -0.208
C -2.2185 2.3126 -4.7938 -0.701
C 4.1920 -0.4392 -2.1665 -0.254
C -2.3368 -1.2161 0.5216 -0.478
C 2.0682 -1.4672 -1.4542 -0.179
C 3.8632 -0.5386 -3.6524 -0.098
C 1.0711 2.1855 -8.5292 -0.640
C -0.9893 2.7390 1.5560 -0.916
C 0.2874 -1.3409 3.5241 -0.077
C 0.2613 -1.6813 8.5338 -0.545
C -5.8255 0.3110 -1.9873 -0.672
C 3.5297 -1.5448 -1.3350 -0.173
C -0.3603 -4.3417 3.6301 -0.468
C 5.5723 4.2834 -0.2173 -0.439
C -0.3500 0.8691 2.5900 -0.306
C 0.8682 -2.9483 7.8826 -0.133
C -6.1812 -0.9203 -1.1667 -0.015
C -1.0443 -2.1453 3.5821 -0.096
C -0.8577 -0.8039 0.6050 -0.051
Be 1.9738 -5.4094 3.5507 0.289
Li -1.0782 1.7428 -10.7453 0.925
H 0.9203 -1.6340 2.6807 0.122
H -1.3793 -2.5019 2.6119 0.096
H 5.2732 -0.4986 -2.0323 0.112
H -0.7653 -1.9829 8.8427 0.081
H 0.7845 -1.5838 9.5109 0.081
H 1.9257 -2.8063 7.6493 0.054
H -7.1734 -1.2662 -1.4533 0.077
H 6.4588 4.7387 0.2713 0.057
H -5.4653 -1.7226 -1.3325 0.066
H -0.5662 -0.6243 -0.4395 0.037
H -0.7929 2.2493 5.4321 0.059
H 3.8572 -2.5284 -1.6735 0.127
H 1.0853 1.5950 4.6832 0.118
H 5.5058 4.8601 -1.1664 0.047
H 3.8769 0.5390 -1.7960 0.103
H -6.1883 -0.6707 -0.1036 0.073
H -0.9174 0.8825 6.4044 0.062
H -1.7679 -1.5261 4.1036 0.147
H -0.1837 -4.1768 2.5570 0.122
H 2.7945 -0.4195 -3.8369 0.065
H -0.2168 -1.5953 0.9629 0.121
H 0.8487 0.0960 5.5568 0.103
H 3.8011 -1.4431 -0.2837 0.115
H 5.9757 3.3070 -0.5673 0.043
H 0.3389 -3.2146 6.9637 0.035
H 0.7924 -3.8043 8.5668 0.056
H 0.8425 -1.6542 4.4057 0.139
H 4.3757 0.2453 -4.2086 0.077
H 4.1763 -1.5025 -4.0590 0.083
```